Record 1
Here is 2 unconnected molecules or ions with the total composition C6H15NO from the OMol25 dataset. Energies are from ωB97M-V with the def2-TZVPD basis set.

Each line ends with the Löwdin charge.
Geometry (Å):
C -2.220 -1.696 0.431  -0.127
C -1.235 -1.741 -0.724  -0.281
C -0.134 -0.737 -0.610  -0.140
C 1.103 -1.147 -0.217  -0.151
N 2.213 -0.331 -0.031  -0.055
C 2.040 1.102 -0.009  -0.266
C 1.369 1.708 1.235  -0.084
H -3.071 -2.373 0.316  0.066
H -1.843 -1.883 1.453  0.076
H -2.675 -0.698 0.604  0.064
H -1.823 -1.486 -1.616  0.107
H -0.872 -2.762 -0.838  0.102
H -0.265 0.331 -0.748  0.069
H 1.163 -2.230 -0.149  0.114
H 2.875 -0.841 0.532  0.121
H 3.071 1.464 -0.068  0.113
H 1.501 1.376 -0.914  0.110
H 1.734 1.358 2.202  0.076
H 0.317 1.404 1.297  0.046
H 1.370 2.779 1.018  0.076
O -2.367 2.158 -0.388  -0.046
H -2.118 1.225 -0.420  -0.004
H -1.716 2.349 0.283  0.013

Atoms 1-2, force components in eV/Å:
C -0.947 0.658 1.499
C -0.846 0.728 -0.281

Computed properties:
SMILES string = CC/C=C/NCC.O
HOMO-LUMO gap = 0.3205 hartree
Energy relative to the best compared isomer or geometry (same formula, charge and spin) = 46.89 kcal per mole
HOMO level = -0.288 Eh
Multiplicity = 1



Record 2
Here is a molecular structure, C34H32CsF5IP3Se from the OMol25 dataset. Energies are from ωB97M-V with the def2-TZVPD basis set.

Each line ends with the Löwdin charge.
Geometry (Å):
Cs -2.271 0.698 -0.142  0.519
I -1.005 -0.749 3.101  0.956
C -0.023 0.518 4.483  -0.602
C -0.588 0.534 5.730  -0.172
C 0.086 1.080 6.839  -0.076
C 1.365 1.519 6.689  -0.040
C 1.981 1.520 5.414  -0.165
C 3.340 1.907 5.308  -0.030
C 3.974 1.909 4.104  -0.062
C 3.227 1.640 2.943  -0.098
C 1.897 1.303 2.981  -0.312
P 0.974 1.442 1.386  0.981
C 1.972 0.394 0.259  -0.372
C 3.139 0.812 -0.381  -0.115
C 3.858 -0.065 -1.178  -0.086
C 3.417 -1.371 -1.353  -0.085
C 2.248 -1.792 -0.738  -0.076
C 1.526 -0.914 0.059  -0.115
C 1.414 3.141 0.853  -0.379
C 1.758 4.164 1.733  -0.081
C 1.908 5.469 1.279  -0.078
C 1.718 5.774 -0.059  -0.088
C 1.364 4.764 -0.945  -0.082
C 1.204 3.465 -0.492  -0.117
C 1.259 1.112 4.254  -0.200
H -1.552 0.066 5.882  0.084
H -0.394 1.083 7.809  0.106
H 1.941 1.866 7.538  0.112
H 3.865 2.181 6.215  0.114
H 5.021 2.169 4.024  0.107
H 3.711 1.766 1.983  0.097
H 3.484 1.833 -0.264  0.103
H 4.765 0.271 -1.666  0.105
H 3.982 -2.054 -1.975  0.105
H 1.886 -2.803 -0.877  0.113
H 0.615 -1.266 0.533  0.016
H 1.909 3.949 2.782  0.104
H 2.176 6.249 1.980  0.105
H 1.840 6.790 -0.411  0.102
H 1.205 4.993 -1.992  0.094
H 0.913 2.687 -1.191  0.068
C -4.711 -0.381 -4.160  -0.299
P -3.211 -0.929 -3.246  0.771
C -3.483 -2.735 -3.213  -0.310
C -1.970 -0.821 -4.612  -0.446
C -1.488 0.605 -4.893  -0.450
P -0.587 1.378 -3.475  0.795
C 0.905 0.314 -3.442  -0.285
C 0.106 2.848 -4.332  -0.297
H -4.849 -0.943 -5.087  0.042
H -4.645 0.682 -4.399  0.027
H -5.591 -0.523 -3.532  0.035
H -3.682 -3.138 -4.209  0.045
H -4.324 -2.954 -2.555  0.041
H -2.610 -3.221 -2.776  0.009
H -2.401 -1.257 -5.518  0.082
H -1.125 -1.456 -4.332  0.069
H -2.336 1.250 -5.142  0.068
H -0.823 0.610 -5.762  0.079
H 1.331 0.185 -4.440  0.055
H 0.668 -0.665 -3.024  0.032
H 1.658 0.760 -2.791  0.020
H 0.604 2.576 -5.266  0.044
H 0.834 3.333 -3.680  0.013
H -0.683 3.568 -4.548  0.038
F -3.141 -8.227 2.093  0.115
C -2.936 -6.958 1.725  -0.147
C -3.151 -5.928 2.622  -0.149
F -3.564 -6.210 3.863  0.112
C -2.941 -4.618 2.230  -0.265
F -3.166 -3.664 3.141  0.044
C -2.518 -4.281 0.949  -0.551
Se -2.259 -2.485 0.411  0.350
C -2.309 -5.343 0.075  -0.263
F -1.898 -5.117 -1.181  0.056
C -2.511 -6.660 0.444  -0.150
F -2.303 -7.651 -0.431  0.110

Atoms 1-2, force components in eV/Å:
Cs 0.010 0.200 -0.001
I 0.047 0.015 0.046

Computed properties:
HOMO-LUMO gap = 0.2447 hartree
Energy relative to the best compared isomer or geometry (same formula, charge and spin) = 5.37 kcal per mole
HOMO level = -0.251 Eh
Multiplicity = 1



Record 3
Here is a molecular structure, C64H59N2P2Pd from the OMol25 dataset. Energies are from ωB97M-V with the def2-TZVPD basis set.

Each line ends with the Löwdin charge.
Geometry (Å):
C 0.160 2.590 3.599  -0.016
C -0.428 3.709 2.993  -0.267
C 0.305 4.908 2.658  -0.142
N 1.706 4.838 2.645  0.057
C 2.476 3.690 2.329  -0.111
N 3.777 4.105 2.338  -0.072
C 5.010 3.465 1.894  0.001
C 3.838 5.441 2.657  -0.014
C 2.589 5.880 2.881  -0.009
C -0.378 6.085 2.306  -0.198
C 0.280 7.399 2.019  -0.061
C -1.779 6.052 2.221  -0.021
C -2.512 4.874 2.400  -0.285
C -4.006 4.898 2.250  -0.048
C -1.832 3.709 2.739  -0.018
H -0.304 1.615 3.461  0.041
H 2.093 2.817 2.868  0.099
H 0.853 2.714 4.433  0.066
H 4.992 3.174 0.836  0.102
H 5.794 4.218 2.012  0.101
H 5.288 2.615 2.526  0.108
H 4.788 5.941 2.725  0.133
H 2.282 6.846 3.243  0.120
H -0.444 8.035 1.496  0.085
H 0.547 7.931 2.945  0.091
H 1.164 7.318 1.377  0.078
H -2.305 6.978 1.980  0.119
H -4.415 3.887 2.335  0.077
H -4.474 5.519 3.024  0.089
H -4.300 5.315 1.279  0.084
H -2.399 2.786 2.894  0.123
C 3.489 -4.627 -0.348  -0.046
C 3.023 -3.865 -1.424  -0.074
C 2.711 -2.521 -1.238  -0.049
C 2.904 -1.902 0.024  -0.229
C 2.520 -0.528 0.189  -0.009
C 2.721 0.225 1.344  -0.027
C 2.871 1.642 1.379  -0.029
C 2.604 2.438 0.196  -0.240
C 1.555 3.393 0.153  -0.031
C 1.496 4.317 -0.890  -0.042
C 2.273 4.116 -2.036  -0.056
C 3.159 3.039 -2.093  -0.067
C 3.331 2.211 -0.985  -0.051
Pd -0.060 -1.804 -0.752  0.242
P -1.110 -3.240 0.583  0.921
C -0.073 -3.384 2.061  -0.374
C 0.563 -4.591 2.389  -0.085
C 1.355 -4.651 3.535  -0.092
C 1.528 -3.518 4.334  -0.092
C 0.922 -2.307 3.983  -0.093
C 0.127 -2.236 2.839  -0.116
C -2.728 -2.712 1.191  -0.362
C -3.175 -3.122 2.460  -0.092
C -4.427 -2.702 2.913  -0.076
C -5.216 -1.865 2.118  -0.078
C -4.762 -1.445 0.862  -0.070
C -3.518 -1.874 0.395  -0.088
C -1.291 -4.886 -0.138  -0.373
C -2.374 -5.711 0.218  -0.067
C -2.456 -7.001 -0.309  -0.073
C -1.494 -7.446 -1.223  -0.080
C -0.448 -6.607 -1.615  -0.078
C -0.343 -5.326 -1.071  -0.121
P -0.895 -0.862 -2.592  0.913
C 0.281 -1.055 -3.942  -0.373
C 0.151 -2.129 -4.841  -0.077
C 1.170 -2.375 -5.761  -0.078
C 2.312 -1.567 -5.784  -0.088
C 2.439 -0.496 -4.891  -0.085
C 1.421 -0.232 -3.972  -0.133
C -2.488 -1.603 -3.017  -0.370
C -3.623 -0.798 -3.239  -0.077
C -4.880 -1.397 -3.337  -0.078
C -5.015 -2.783 -3.211  -0.075
C -3.887 -3.585 -3.017  -0.068
C -2.622 -3.001 -2.951  -0.123
C -1.128 0.915 -2.405  -0.381
C -1.038 1.773 -3.518  -0.088
C -1.282 3.135 -3.350  -0.078
C -1.618 3.640 -2.092  -0.090
C -1.691 2.788 -0.986  -0.079
C -1.439 1.424 -1.137  -0.091
C 3.447 -2.668 1.084  -0.006
C 3.685 -4.026 0.900  -0.062
H 3.719 -5.687 -0.487  0.118
H 2.887 -4.324 -2.406  0.118
H 2.356 -1.920 -2.083  0.094
H 2.147 -0.017 -0.704  0.098
H 2.813 -0.289 2.312  0.113
H 3.574 1.902 2.173  0.090
H 0.720 3.310 0.855  0.110
H 0.817 5.169 -0.811  0.116
H 2.183 4.796 -2.883  0.114
H 3.754 2.856 -2.991  0.112
H 4.047 1.385 -1.007  0.128
H 0.427 -5.468 1.755  0.106
H 1.837 -5.593 3.801  0.108
H 2.145 -3.576 5.232  0.103
H 1.059 -1.417 4.599  0.103
H -0.336 -1.293 2.541  0.102
H -2.542 -3.761 3.077  0.112
H -4.780 -3.035 3.891  0.107
H -6.192 -1.535 2.477  0.105
H -5.376 -0.792 0.240  0.106
H -3.144 -1.568 -0.587  0.066
H -3.128 -5.341 0.915  0.102
H -3.269 -7.662 -0.008  0.108
H -1.559 -8.453 -1.637  0.107
H 0.292 -6.952 -2.336  0.105
H 0.475 -4.662 -1.370  0.072
H -0.743 -2.751 -4.817  0.095
H 1.075 -3.212 -6.456  0.108
H 3.116 -1.780 -6.490  0.104
H 3.331 0.132 -4.900  0.102
H 1.513 0.608 -3.278  0.093
H -3.510 0.282 -3.335  0.104
H -5.760 -0.772 -3.500  0.108
H -6.005 -3.240 -3.259  0.108
H -3.983 -4.667 -2.912  0.109
H -1.738 -3.628 -2.807  0.087
H -0.787 1.376 -4.501  0.112
H -1.200 3.807 -4.207  0.109
H -1.807 4.708 -1.964  0.108
H -1.943 3.182 -0.001  0.092
H -1.474 0.753 -0.273  0.088
H 3.627 -2.194 2.049  0.111
H 4.024 -4.629 1.742  0.113

Atoms 1-2, force components in eV/Å:
C 0.095 -0.797 -0.318
C -0.070 0.090 0.044

Computed properties:
Total charge = +1
HOMO-LUMO gap = 0.1173 hartree
HOMO level = -0.290 Eh
Multiplicity = 1



Record 4
Here is a single C11H5F9N2O5S3 molecule from the OMol25 dataset. Energies are from ωB97M-V with the def2-TZVPD basis set.

Each line ends with the Löwdin charge.
Geometry (Å):
N -0.793 0.531 7.781  -0.090
S -0.214 -1.002 7.361  0.657
O -1.442 -1.681 7.850  -0.352
O 0.965 -1.121 8.228  -0.327
C 0.096 -1.169 5.568  -0.620
N -0.709 -1.694 4.645  0.101
C -0.222 -1.444 3.328  -0.265
C -0.700 -1.625 2.003  0.035
C 0.074 -1.301 0.831  -0.029
C 1.150 -0.448 0.892  -0.231
O 1.862 0.142 -0.208  -0.180
S 0.916 0.726 -1.482  0.837
O -0.197 1.447 -0.775  -0.262
O 0.515 -0.459 -2.198  -0.237
C 2.194 1.746 -2.471  -0.395
F 3.098 2.414 -1.749  0.176
F 2.830 0.773 -3.201  0.104
C 1.417 2.646 -3.509  -0.363
F 0.743 3.469 -2.731  0.186
F 2.337 3.425 -4.154  0.143
C 0.632 1.946 -4.686  -0.298
F -0.555 1.657 -4.181  0.167
F 0.960 0.672 -5.162  0.126
C 0.394 2.844 -5.910  -0.526
F 0.080 4.125 -5.477  0.123
F -0.642 2.489 -6.545  0.256
F 1.396 3.122 -6.811  0.149
C 1.595 -0.181 2.283  0.007
C 0.951 -0.737 3.382  -0.519
S 1.508 -0.385 4.956  1.120
H -1.783 0.441 7.822  0.041
H -0.610 0.661 8.779  0.075
H -1.645 -2.174 1.760  0.129
H -0.109 -1.848 -0.141  0.140
H 2.429 0.514 2.443  0.120

Atoms 1-2, force components in eV/Å:
N 1.234 1.488 -1.015
S -3.269 -0.329 6.179

Computed properties:
SMILES string = NS(=O)(=O)c1nc2ccc(OS(=O)(=O)C(F)(F)C(F)(F)C(F)(F)C(F)(F)F)cc2s1
HOMO-LUMO gap = 0.3029 hartree
Energy relative to the best compared isomer or geometry (same formula, charge and spin) = 22.99 kcal per mole
HOMO level = -0.347 Eh
Multiplicity = 1



Record 5
Here is 3 unconnected molecules or ions with the total composition C16H19N2O11PS from the OMol25 dataset. Energies are from ωB97M-V with the def2-TZVPD basis set.

Each line ends with the Löwdin charge.
Geometry (Å):
C -3.232 -0.128 0.071  -0.263
P -4.180 -0.555 1.569  0.990
O -3.108 -1.565 2.315  -0.319
C -5.401 -1.827 0.808  -0.519
C -4.783 -3.207 0.780  -0.179
O -5.656 -4.275 0.497  -0.100
O -5.892 -4.238 -0.928  -0.016
C -6.009 -1.304 -0.482  -0.154
O -6.722 -0.134 -0.003  -0.202
S -7.500 -0.581 1.323  0.563
O -7.326 0.408 2.315  -0.225
O -8.801 -1.023 0.979  -0.216
O -6.608 -1.870 1.632  -0.183
H -2.520 0.635 0.387  0.047
H -2.700 -0.971 -0.378  0.031
H -3.878 0.331 -0.672  0.043
H -2.504 -2.003 1.700  0.054
H -4.397 -3.438 1.772  0.134
H -3.943 -3.223 0.078  0.142
H -6.832 -4.473 -0.950  0.112
H -5.328 -1.037 -1.281  0.128
H -6.750 -1.986 -0.893  0.124
O -0.354 -1.562 -1.509  0.061
N -0.549 -0.550 -2.157  -0.350
O -1.587 -0.302 -2.737  0.066
C 0.535 0.442 -2.227  -0.151
C 1.731 0.170 -1.589  0.004
C 2.748 1.106 -1.663  -0.063
C 2.562 2.288 -2.367  -0.057
C 1.350 2.538 -2.997  -0.057
C 0.321 1.612 -2.932  -0.003
H 1.859 -0.754 -1.045  0.119
H 3.689 0.908 -1.173  0.092
H 3.361 3.013 -2.421  0.099
H 1.203 3.459 -3.545  0.109
H -0.627 1.792 -3.416  0.119
O 5.230 2.892 -0.661  0.060
N 5.114 2.495 0.484  -0.346
O 4.083 2.537 1.122  0.086
C 6.304 1.918 1.134  -0.147
C 7.495 1.884 0.433  -0.002
C 8.611 1.349 1.055  -0.063
C 8.520 0.861 2.351  -0.068
C 7.310 0.902 3.033  -0.062
C 6.187 1.436 2.424  -0.001
H 7.545 2.269 -0.575  0.119
H 9.553 1.315 0.526  0.109
H 9.395 0.447 2.833  0.108
H 7.241 0.520 4.042  0.110
H 5.238 1.479 2.938  0.120

Atoms 1-2, force components in eV/Å:
C 0.041 0.102 0.046
P -0.210 -0.108 0.186

Computed properties:
SMILES string = CP(O)[C@]1(COO)COS(=O)(=O)O1.O=[N+]([O-])c1ccccc1.O=[N+]([O-])c1ccccc1
HOMO-LUMO gap = 0.3018 hartree
HOMO level = -0.335 Eh
Multiplicity = 1



Record 6
Here is 9 unconnected molecules or ions with the total composition C6H22O9 from the OMol25 dataset. Energies are from ωB97M-V with the def2-TZVPD basis set.

Each line ends with the Löwdin charge.
Geometry (Å):
O 2.176 -0.006 -3.117  0.042
C 2.432 0.234 -1.807  -0.311
C 3.029 1.398 -1.342  -0.038
C 3.059 1.657 -0.007  -0.160
C 2.594 0.797 0.926  -0.114
C 2.079 -0.435 0.416  -0.128
C 1.955 -0.754 -0.900  -0.037
H 1.881 -0.942 -3.110  0.111
H 3.245 2.250 -1.957  0.113
H 3.501 2.619 0.313  0.119
H 2.340 1.042 2.110  0.172
H 1.765 -1.269 1.161  0.125
H 1.481 -1.714 -1.142  0.120
O 0.345 -1.050 3.504  -0.095
H 0.050 -1.657 2.835  -0.041
H -0.155 -0.169 3.363  0.076
O -1.071 -0.004 1.698  -0.055
H -0.420 0.023 1.043  0.002
H -1.689 0.707 1.596  0.074
O -0.346 -3.252 1.052  -0.076
H -0.737 -2.430 1.579  0.051
H -0.908 -3.975 1.202  0.007
O -0.729 3.701 -1.340  -0.021
H -0.660 3.723 -2.264  0.026
H -1.668 3.549 -1.168  0.061
O -2.746 -2.097 1.941  -0.057
H -3.203 -1.877 2.826  0.111
H -2.266 -1.346 1.790  -0.088
O -0.081 1.839 0.448  -0.055
H 0.405 2.621 0.384  0.012
H -0.554 1.932 -0.423  0.061
O -2.419 -2.009 -1.470  -0.010
H -1.766 -2.269 -0.876  -0.022
H -2.727 -2.876 -1.733  0.053
O -2.771 0.859 -2.162  -0.042
H -2.593 -0.050 -2.328  -0.021
H -2.831 1.230 -3.042  0.032

Atoms 1-2, force components in eV/Å:
O 0.141 -0.676 -0.504
C -0.827 -0.896 0.551

Computed properties:
SMILES string = Oc1ccccc1.O.O.O.O.O.O.O.O
HOMO-LUMO gap = 0.3133 hartree
Energy relative to the best compared isomer or geometry (same formula, charge and spin) = 36.07 kcal per mole
HOMO level = -0.308 Eh
Multiplicity = 1